# 1
73
Properties=species:S:1:pos:R:3:forces:R:3 method="wB97M-V/def2-TZVPD" s2=3.759 homo_energy_ha="-0.4114 / -0.4335" total_charge=+2 lumo_ev="-4.98 / -5.00" spin_multiplicity=4
V 0.3923 -0.0282 -0.1597 -1.485 -0.040 0.925
S -0.6047 2.2283 -0.2317 -0.104 0.233 -0.588
S -0.4563 -2.3391 -0.1789 -0.163 -0.225 -0.538
C -2.4298 2.0747 -0.2347 0.336 0.116 0.152
C -0.3126 2.3584 -2.0362 -0.337 0.649 0.277
C -0.7343 1.1391 -2.8276 0.188 -0.079 -0.134
N -0.0479 -0.0709 -2.2989 -0.149 -0.010 -0.785
C -0.6951 -1.3160 -2.7948 0.165 0.092 -0.128
C -0.2127 -2.5019 -1.9875 -0.348 -0.666 0.263
H 0.7576 2.5682 -2.1521 -0.224 0.030 0.018
H -0.8962 3.2334 -2.3366 0.295 -0.051 -0.318
H -0.4649 1.2746 -3.8883 -0.235 0.071 0.273
H -1.8208 0.9839 -2.7762 0.322 0.027 0.027
H -0.4420 -1.4589 -3.8588 -0.210 -0.083 0.294
H -1.7855 -1.2039 -2.7262 0.311 0.002 0.024
H 0.8613 -2.6733 -2.1275 -0.217 -0.057 0.047
H -0.7674 -3.4055 -2.2566 0.276 0.070 -0.323
C -2.2823 -2.1754 -0.1061 0.305 -0.209 0.110
H 0.8833 -0.0624 -2.7280 0.025 0.013 0.318
H -2.6903 -1.3574 -0.7108 0.218 -0.180 0.153
H -2.5279 -2.0089 0.9479 0.051 -0.035 -0.264
H -2.6910 -3.1383 -0.4328 -0.052 0.297 0.081
H -2.7237 2.0072 0.8175 -0.002 0.003 -0.260
H -2.8004 1.2004 -0.7812 0.155 0.208 0.153
H -2.8193 3.0025 -0.6699 -0.037 -0.291 0.122
C 3.7712 0.1358 -1.6437 0.935 0.055 0.913
C 4.3188 0.2139 -0.4117 0.735 -0.069 -2.467
H 3.6020 1.0556 -2.2106 -0.107 -0.382 0.000
H 3.5201 -0.8414 -2.0724 0.125 0.410 -0.068
H 4.5683 1.1784 0.0358 0.020 -0.440 -0.366
H 4.6093 -0.6676 0.1662 -0.255 0.394 -0.378
F -3.6091 -0.4253 5.7128 0.974 0.106 -0.014
C -2.2531 -0.2076 5.6044 -0.503 -0.022 -0.334
C -1.6930 -0.1997 4.3496 0.501 0.099 0.607
C -0.3082 0.0661 4.2124 -0.067 0.081 0.634
C 0.3173 0.1231 2.9105 -0.149 0.093 -1.206
O -0.3749 -0.0736 1.8388 1.047 0.023 1.276
C 1.7014 0.4884 2.9170 0.089 0.424 -0.066
C 2.3430 0.9206 4.0641 -0.940 -1.559 0.458
N 1.8356 0.6313 5.2938 -1.738 0.486 -1.912
C 2.6772 0.7244 6.4240 0.776 0.605 0.998
C 4.1420 0.4910 6.2542 0.387 -0.169 -0.034
C 3.6328 1.8841 6.4554 0.144 0.252 0.587
C 0.4590 0.3505 5.3784 0.264 0.374 -0.102
C -0.1709 0.4811 6.6204 -0.842 -0.747 0.010
C -1.5229 0.1060 6.7779 1.198 0.346 -0.830
N -2.0848 0.1224 8.0292 -0.294 0.502 0.613
C -1.6037 1.0264 9.0631 0.019 -0.173 -0.440
C -1.0115 0.2178 10.2126 0.403 0.341 -0.687
N -2.0607 -0.7530 10.6197 -0.246 -0.081 1.266
C -2.6708 -1.6315 9.5920 0.016 -0.263 -0.956
C -3.1652 -0.7329 8.4600 0.089 0.071 -0.170
C 2.6355 0.3422 1.7520 0.981 0.407 -0.986
O 3.8500 0.4567 1.9872 -1.808 -0.114 0.580
O 2.1461 0.0860 0.5642 0.219 0.200 2.663
H -2.3001 -0.3670 3.4637 0.121 0.002 0.212
H 3.3235 1.3848 4.0197 -0.139 -0.537 -0.229
H 2.2695 0.3775 7.3712 -0.093 0.123 -0.509
H 4.6386 0.0163 7.0960 0.032 0.029 -0.303
H 4.5162 0.2424 5.2615 -0.055 -0.119 0.315
H 3.6492 2.5477 5.5888 -0.085 -0.100 0.454
H 3.7947 2.3466 7.4238 0.092 0.112 -0.267
H 0.3810 0.8729 7.4753 -0.143 -0.423 -0.399
H -2.4584 1.6306 9.4245 0.301 -0.099 -0.010
H -0.8574 1.7087 8.6421 -0.343 -0.080 0.319
H -0.1295 -0.3576 9.9180 -0.121 0.135 -0.066
H -0.7632 0.8608 11.0618 -0.118 -0.271 0.027
H -1.7061 -1.3291 11.3858 -0.171 0.103 0.128
H -2.8273 -0.1844 10.9685 -0.232 0.043 0.559
H -3.4977 -2.1868 10.0431 0.202 0.109 0.123
H -1.8982 -2.3309 9.2639 -0.122 0.091 -0.087
H -3.9789 -0.0839 8.8255 -0.110 -0.359 -0.087
H -3.5227 -1.3384 7.6254 -0.075 0.107 0.334


# 2
63
Properties=species:S:1:pos:R:3:forces:R:3 method="wB97M-V/def2-TZVPD" relative_energy_kcal_mol=0.0 homo_energy_ha=-0.0173 total_charge=-2 lumo_ev=4.30 spin_multiplicity=1
Ir 1.0059 1.5787 1.1473 -0.185 -0.165 0.119
F 5.0899 4.4444 0.7755 0.039 -0.052 0.130
C 3.9508 4.4767 0.0687 -0.111 0.074 -0.028
F 4.2030 3.8197 -1.0799 0.011 0.007 0.005
F 3.7557 5.7771 -0.2580 0.007 -0.053 0.023
S 2.3863 3.7924 0.9038 0.970 0.049 0.023
O 1.6267 4.0519 -0.3050 -0.172 -0.166 0.054
O 2.2821 4.6430 2.0739 -0.084 -0.029 -0.020
N 3.1931 2.3306 1.2696 -0.604 0.391 0.045
S 3.4434 1.7855 2.7604 -0.074 0.045 -0.186
O 4.3661 0.6891 2.6742 -0.033 0.002 -0.043
O 2.2437 1.6376 3.5483 0.056 0.106 -0.058
C 4.3795 3.0078 3.8473 0.008 0.027 0.076
F 5.2147 3.8238 3.2137 0.032 -0.007 -0.103
F 3.5520 3.7397 4.5862 0.027 0.028 -0.076
F 5.1253 2.2721 4.7002 -0.058 0.005 0.030
Te -0.8563 3.1721 2.0089 0.033 -0.133 -0.044
C -2.1845 1.6772 2.7316 -0.075 0.053 0.072
C -1.7193 0.4439 3.1970 -0.062 0.033 0.022
C -2.5992 -0.5025 3.7051 0.041 -0.020 0.005
C -3.9631 -0.2430 3.7755 0.002 0.007 0.002
C -4.4389 0.9795 3.3184 0.014 -0.002 0.006
C -3.5592 1.9221 2.8005 0.010 0.011 -0.013
H -0.6585 0.2323 3.1301 0.011 -0.019 0.010
H -2.2116 -1.4561 4.0476 -0.004 -0.001 0.002
H -4.6452 -0.9858 4.1737 0.000 -0.003 -0.006
H -5.5018 1.1971 3.3543 0.000 0.004 -0.003
H -3.9483 2.8645 2.4293 0.009 0.010 0.009
C 0.3515 0.4086 0.0680 0.270 -0.565 0.125
Ge -0.2453 -0.8799 -1.2493 0.081 0.379 0.071
C 0.0854 -0.4831 -3.1465 0.008 -0.112 -0.017
C 1.0559 -1.1528 -3.8881 0.013 0.003 -0.012
C 1.2833 -0.8361 -5.2228 0.007 0.002 0.010
C 0.5390 0.1607 -5.8361 -0.007 -0.006 0.005
C -0.4300 0.8402 -5.1080 0.007 0.002 0.011
C -0.6515 0.5197 -3.7765 -0.009 0.029 -0.037
C -2.1590 -1.2543 -1.0951 -0.014 -0.021 -0.081
C -2.8227 -2.0190 -2.0554 -0.055 0.013 0.027
C -4.1820 -2.2808 -1.9435 0.017 -0.013 -0.027
C -4.8977 -1.7722 -0.8672 0.017 0.008 0.003
C -4.2514 -0.9994 0.0878 -0.038 0.002 0.013
C -2.8907 -0.7395 -0.0271 -0.023 -0.007 0.025
C 0.7666 -2.5196 -0.8055 -0.035 0.052 -0.110
C 0.4859 -3.7351 -1.4312 -0.045 -0.008 -0.026
C 1.2066 -4.8843 -1.1332 0.004 0.028 0.014
C 2.2295 -4.8311 -0.1948 -0.006 -0.008 -0.007
C 2.5201 -3.6301 0.4360 0.015 0.045 0.024
C 1.7954 -2.4818 0.1355 -0.012 -0.014 -0.039
H 1.6487 -1.9283 -3.4151 -0.002 -0.002 -0.007
H 2.0492 -1.3637 -5.7796 -0.001 0.000 -0.005
H 0.7185 0.4151 -6.8742 0.001 0.001 0.000
H -1.0054 1.6306 -5.5753 -0.003 -0.001 -0.002
H -1.4003 1.0689 -3.2156 0.001 -0.008 0.013
H -2.2769 -2.4016 -2.9124 -0.004 -0.002 -0.007
H -4.6830 -2.8757 -2.6993 -0.005 0.000 0.001
H -5.9595 -1.9722 -0.7784 -0.002 0.000 0.004
H -4.7975 -0.5906 0.9290 0.010 -0.001 -0.007
H -2.3999 -0.1272 0.7217 0.002 -0.004 -0.034
H -0.3123 -3.7937 -2.1652 -0.001 0.008 0.004
H 0.9696 -5.8184 -1.6303 -0.001 0.001 0.000
H 2.7957 -5.7246 0.0434 0.002 0.004 0.003
H 3.3153 -3.5756 1.1700 0.002 -0.018 -0.001
H 2.0166 -1.5447 0.6360 -0.004 0.013 0.016


# 3
20
Properties=species:S:1:pos:R:3:forces:R:3 method="wB97M-V/def2-TZVPD" relative_energy_kcal_mol=37.9 homo_energy_ha=-0.5439 total_charge=+1 lumo_ev=-3.13 spin_multiplicity=1
C -0.3617 1.1253 1.0723 0.370 1.033 0.114
C -0.5964 -0.1730 1.7848 -1.226 -1.057 2.108
C -1.9326 -1.0373 1.5588 1.160 2.105 0.390
N 0.5593 -1.1848 1.4679 -1.673 -0.626 6.063
H 0.6408 1.4046 1.3975 0.112 0.536 -0.347
H -0.4012 1.0925 0.0068 0.236 -0.623 -0.925
H -1.0167 2.0177 1.2371 0.171 -1.193 0.820
H -0.5196 0.0581 2.9475 0.076 -0.731 -2.449
H -2.2846 -1.0691 2.6333 -0.397 -0.991 -1.734
H -1.7002 -1.9442 0.9639 -0.374 0.115 1.005
H -2.5986 -0.4621 0.8920 0.001 -0.179 0.688
H 0.7691 -1.1838 0.5607 1.445 0.346 -5.372
H 1.3929 -0.9951 2.0546 -0.413 -0.158 -0.637
H 0.2152 -2.1670 1.6803 0.589 1.482 -0.027
H 1.5136 2.0495 -3.6757 -0.643 -0.382 0.728
H 0.1439 1.9102 -4.2560 0.420 -0.535 1.824
O 0.6277 1.7216 -3.3905 0.248 0.826 -2.426
H 0.8725 0.2116 -1.6319 -0.836 2.194 -0.205
H 1.2873 -0.9236 -2.4321 0.181 -0.210 0.683
O 1.2616 -0.6211 -1.5031 0.552 -1.950 -0.301


# 4
8
Properties=species:S:1:pos:R:3:forces:R:3 method="wB97M-V/def2-TZVPD" relative_energy_kcal_mol=65.3 homo_energy_ha="-0.2539 / -0.2551" lumo_ev="-0.52 / -0.32" spin_multiplicity=1
N 2.4579 0.7278 0.2486 0.633 -2.225 -1.714
N -0.5150 0.6465 -0.0699 -1.273 -2.727 -1.900
N 0.4034 -0.0575 0.5720 1.544 0.905 2.484
O 0.4308 -1.3599 0.2411 2.252 -0.027 -0.734
O 3.1387 -0.1057 -0.2787 -1.854 1.676 1.482
H -0.8704 0.1858 -0.9672 0.815 1.145 1.175
H -0.1054 1.5364 -0.1130 -0.142 1.820 -0.485
H 1.4433 -1.4810 0.3657 -1.974 -0.567 -0.308


# 5
16
Properties=species:S:1:pos:R:3:forces:R:3 method="wB97M-V/def2-TZVPD" s2=2.008 relative_energy_kcal_mol=0.0 homo_energy_ha="-0.2228 / -0.3550" lumo_ev="0.82 / -3.36" spin_multiplicity=3
C -0.9137 -0.6636 -1.4094 -0.113 -0.279 -0.982
C -1.6690 -0.5798 -0.1595 -2.800 -3.723 -3.240
N 1.7686 -0.9456 0.1640 -1.033 0.313 0.705
N 0.7464 1.6992 0.0994 1.462 -3.189 -2.379
N -0.4801 -0.1856 1.4854 0.644 -1.060 3.664
F 1.8234 0.7418 2.1288 -0.943 -0.449 -0.128
P 0.9570 0.1686 0.8684 4.251 3.279 0.136
H -1.3037 0.1403 -2.0556 0.290 -0.435 -0.348
H 0.0839 -0.3758 -1.1404 0.680 0.079 -0.858
H -0.8058 -1.6587 -1.9462 -0.459 1.151 0.817
H -2.0402 0.3351 0.0685 -1.312 2.290 0.606
H -2.1828 -1.4701 0.2120 0.216 0.363 0.232
H 2.6095 -0.5755 -0.2482 0.346 -0.095 -0.340
H 0.5453 2.5554 0.5233 -0.240 1.098 1.046
H 1.3610 1.7871 -0.7578 -1.235 -0.047 1.565
H -0.4998 -0.9730 2.1674 0.245 0.703 -0.496


# 6
9
Properties=species:S:1:pos:R:3:forces:R:3 method="wB97M-V/def2-TZVPD" relative_energy_kcal_mol=109.9 homo_energy_ha=-0.3252 lumo_ev=0.61 spin_multiplicity=1
C 2.1817 -0.9130 -0.5190 0.047 0.465 0.592
N 2.2261 -0.2163 0.4222 0.974 1.577 1.587
N -1.4357 0.9006 -0.1936 0.123 0.145 -0.388
O -1.2381 -0.2507 0.6017 0.072 -0.873 -0.017
S -1.0727 -1.7105 -0.3439 -1.135 0.865 1.323
H -0.3683 -1.1030 -1.2466 0.846 0.274 -1.014
H 2.5045 0.4617 1.2126 -0.901 -1.983 -2.177
H -0.5452 1.4170 -0.1136 -0.948 -0.040 0.135
H -2.2524 1.4142 0.1803 0.921 -0.430 -0.041


Record order is preserved below.
Strongest force on any atom: 2.68 0.97 6.32 3.56 5.67 3.08 eV/Å
Record order is preserved below.
E_tot: -3259.272464 -5241.329767 -327.662116 -316.302752 -686.922986 -623.284121 hartree